Entry from the Open Molecules 2025 dataset: C8H8HgN3S2 as an isolated structure (the ωB97M-V functional and the def2-TZVPD basis).

The geometry in XYZ format:
```
22
Properties=species:S:1:pos:R:3:forces:R:3:lowdin_spin:R:1
Hg -0.1575 -1.4524 -2.2745 -0.3 -0.6 0.6 0.51
C -0.3955 -4.4797 2.7430 -0.1 0.2 0.0 0.00
S -1.8060 -3.3664 2.4625 0.0 -0.1 -0.1 0.04
C -1.2577 -2.5815 0.9446 0.2 0.6 0.0 0.01
S -1.1548 -3.5634 -0.4307 0.4 0.3 -0.9 0.30
N -1.0354 -1.3123 1.1066 -0.3 -0.1 1.3 0.02
N -0.5672 -0.5508 0.0980 0.2 -0.1 -0.9 0.03
C -0.4035 0.6777 0.3849 -0.1 0.0 0.3 0.00
C 0.1522 1.6574 -0.5539 0.2 0.2 -0.2 0.01
C 0.3083 2.9763 -0.1317 -0.1 -0.1 0.1 0.00
C 0.8212 3.9127 -1.0123 0.0 0.0 -0.1 0.00
C 1.1800 3.5070 -2.2868 0.0 0.0 0.1 0.00
C 1.0176 2.1688 -2.6160 0.0 -0.1 -0.1 0.01
N 0.5146 1.2686 -1.7823 -0.1 -0.2 0.1 0.06
H -0.7586 -5.3216 3.3281 0.0 0.0 0.0 0.00
H 0.3791 -3.9475 3.2908 0.0 -0.1 0.0 0.00
H -0.0142 -4.8318 1.7889 0.0 -0.1 0.0 0.00
H -0.6787 1.0379 1.3773 0.0 -0.1 0.0 0.00
H 0.0265 3.2522 0.8764 0.0 0.0 0.0 0.00
H 0.9447 4.9441 -0.7091 0.0 0.0 0.0 0.00
H 1.5839 4.2044 -3.0073 0.0 0.0 0.0 0.00
H 1.3011 1.8003 -3.5966 0.0 0.0 0.0 0.00
```
Forces are in eV/Å.

* HOMO level (spin up / spin down): -7.527 / -8.088 eV
* F_max: 1.3 eV Å⁻¹
* E_LUMO (spin up / spin down): -0.728 / -1.982 eV
* frontier orbital gap (spin up / spin down): 0.250 / 0.224 Ha
* ΔE to the lowest compared entry with this formula, charge and spin: 13.0 kcal per mole
* total charge: 0
* multiplicity: 2


Entry from the Open Molecules 2025 dataset: an isolated molecule of C3H6Cl2S2 (the ωB97M-V functional and the def2-TZVPD basis).

The geometry in XYZ format:
```
13
Properties=species:S:1:pos:R:3:forces:R:3:lowdin_charge:R:1
C 0.8673 0.6238 0.1243 -0.5 -0.3 0.2 -0.61
C -0.2539 -0.4618 -0.0109 1.4 -0.1 -0.8 -0.87
C -1.5374 0.2756 -0.2466 -1.3 -0.6 0.2 -1.08
H 2.6697 0.1991 -1.4247 0.0 -0.2 0.8 -0.13
H 0.5577 1.3884 -0.6010 0.9 0.1 0.0 0.07
H 0.7742 1.0908 1.1253 0.2 -0.4 -0.6 0.06
H -0.0922 -1.0724 -0.9434 0.0 0.6 0.8 0.11
H 1.0225 -1.8500 1.3323 -0.2 0.0 0.0 -0.15
H -1.4981 0.8126 -1.1767 0.1 0.2 -0.3 0.05
S 2.6153 0.0277 -0.0657 -1.0 0.5 -0.8 0.68
S -0.2984 -1.5856 1.3945 0.0 -0.2 0.3 0.73
Cl -2.8943 -0.9365 -0.5199 0.6 0.8 0.3 0.53
Cl -1.9324 1.4883 1.0125 -0.1 -0.5 -0.3 0.60
```
Forces are in eV/Å.

* HOMO level: -9.341 eV
* F_max: 1.6 eV Å⁻¹
* E_LUMO: 0.500 eV
* frontier orbital gap: 0.362 Ha
* ΔE to the lowest compared entry with this formula, charge and spin: 0.0 kcal per mole
* total charge: 0


Which formula does entry 2 have?
C3H6Cl2S2


Among the records above, which one has the lowest F_max?
C8H8HgN3S2